No. 1
Formula: C23H65N5O12
Source: OMol25
Level of theory: ωB97M-V/def2-TZVPD

Each line ends with the Mulliken charge.
Element x y z (Å)
O -1.911 -5.543 -1.715  -0.94
O -1.143 -2.824 0.919  -0.95
O 6.965 0.010 2.125  -0.55
O 4.136 -2.108 -2.428  -0.47
O -0.194 -1.690 5.662  -0.55
O -6.195 -2.800 -1.084  -0.55
O -3.875 -2.642 0.602  -0.46
O -2.976 -4.552 3.250  -0.60
O 1.547 -0.813 3.820  -0.49
O 3.309 -0.854 1.661  -0.41
O -2.206 4.302 0.188  -0.26
O 0.217 1.037 -3.550  -0.22
N 1.116 3.558 -4.626  -0.77
N -3.605 -3.720 5.293  -0.44
N -3.147 -2.415 3.721  -0.31
N 3.022 1.551 -2.578  -0.59
N -3.031 6.618 2.925  -0.79
C 0.108 3.538 -3.595  0.46
C -0.283 -1.735 0.641  0.85
C 5.827 -0.867 2.079  -0.29
C -1.084 -4.708 -2.501  0.63
C -0.940 6.060 2.041  -1.52
C -3.249 -3.675 4.024  0.67
C -0.760 4.764 -3.792  -1.61
C -0.817 -0.351 0.473  -0.14
C 1.177 -2.046 5.801  -0.38
C 3.243 -1.008 -2.327  0.40
C -0.653 2.141 -3.633  0.04
C -0.719 -5.376 -3.816  -1.33
C 1.705 -2.061 4.397  -0.32
C -0.408 -0.178 -3.177  -0.34
C -5.607 -1.550 -0.582  -0.51
C 3.865 0.349 -2.783  0.16
C 5.143 0.655 -1.968  -1.09
C 4.518 -0.039 1.881  -0.31
C 3.432 -3.337 -2.088  -0.78
C -3.020 4.821 1.229  -0.94
C -2.184 2.810 0.210  -0.20
C -4.098 -1.692 -0.399  0.26
C -2.416 6.170 1.695  0.71
H 5.571 1.619 -2.244  0.44
H 4.572 0.690 1.073  0.12
H -3.686 -2.891 5.864  0.16
H 2.841 1.591 -1.585  0.23
H 1.264 -2.922 6.444  0.31
H -0.137 5.658 -3.795  0.40
H 5.938 -1.604 2.874  0.38
H 1.114 -2.648 3.694  0.28
H -1.480 4.821 -2.976  0.32
H 1.543 2.644 -4.671  0.30
H -3.590 -1.978 -1.319  0.21
H 7.722 -0.456 1.761  0.31
H -6.072 -1.401 0.392  0.29
H 2.365 -1.251 -2.924  0.19
H 5.845 -0.143 -2.207  0.35
H -2.362 7.329 3.183  0.28
H -2.799 -2.284 2.782  0.10
H 2.860 -0.806 -1.327  -0.31
H -5.467 -3.304 -1.453  0.35
H -0.453 7.033 1.986  0.38
H 0.223 -0.931 -2.705  0.03
H 3.236 -1.204 0.770  0.15
H -0.808 5.606 3.023  0.42
H -2.928 -2.738 0.723  0.13
H 4.103 -4.178 -1.913  0.36
H -0.185 -1.140 4.875  0.33
H -1.412 0.018 1.309  0.35
H 0.351 -1.994 -0.207  -0.21
H 2.750 -3.175 -1.253  0.26
H -0.029 -6.181 -3.561  0.31
H -3.082 4.076 2.022  0.43
H 0.455 -1.801 1.440  -0.59
H -3.753 -0.702 -0.100  -0.20
H -3.158 -1.591 4.304  0.22
H -1.666 2.425 -0.669  -0.48
H 5.849 -1.491 1.185  0.21
H -3.696 -4.676 5.605  0.26
H -5.732 -0.657 -1.195  0.30
H -2.587 6.937 0.940  0.27
H 2.025 -0.723 2.992  0.30
H 0.642 3.681 -2.655  0.33
H 1.658 -1.259 6.381  0.22
H 2.729 -2.429 4.334  0.33
H -0.218 -4.635 -4.437  0.26
H 2.101 1.476 -2.985  0.23
H 2.736 -3.673 -2.856  0.32
H -0.002 0.350 0.292  0.43
H -1.516 -5.800 -4.427  0.39
H 4.019 0.246 -3.857  0.43
H -0.223 -4.333 -1.947  -0.13
H 0.610 3.540 -5.500  0.31
H -1.210 2.112 -2.697  -0.33
H 4.904 0.616 -0.905  -0.15
H -1.630 2.382 1.045  0.41
H -3.861 7.136 2.674  0.26
H -1.509 -0.347 -0.369  -0.53
H -3.190 2.390 0.186  0.43
H -0.869 -0.777 -3.963  0.21
H -1.357 2.083 -4.463  0.23
H 4.397 0.615 2.744  0.34
H -1.724 -3.835 -2.627  -0.17
H -4.011 4.899 0.782  0.28
H -0.416 5.361 1.390  0.32
H -1.210 0.069 -2.482  0.19
H -1.203 4.757 -4.788  0.38

Results
* E_tot: -56917.6421 eV
* net charge: -2
* LUMO level: 3.51 eV

***

No. 2
Formula: C23H66CaF3O22S
Source: OMol25
Level of theory: ωB97M-V/def2-TZVPD

Each line ends with the Mulliken charge.
Element x y z (Å)
Ca -4.348 -0.423 -1.360  1.16
S -0.884 -0.417 -0.146  -1.06
F 0.408 -0.438 -2.444  -0.22
F 0.095 1.523 -1.570  -0.18
F 1.560 0.177 -0.697  -0.13
O 1.666 -3.273 -0.329  0.43
O -4.205 0.630 3.709  -0.56
O 3.228 -4.590 1.715  -0.63
O 3.146 2.969 1.665  -0.72
O -4.316 0.777 0.723  -0.52
O 1.961 5.338 0.602  -0.51
O 0.362 -2.103 4.530  -0.63
O 4.362 0.970 -3.803  -0.61
O -2.153 -0.172 -0.816  1.28
O 2.306 0.365 2.609  -0.31
O -3.217 0.482 -3.348  -0.19
O 0.978 4.799 4.303  -0.61
O -2.274 -5.908 1.556  -0.59
O -2.739 -3.547 -0.274  -0.51
O -5.037 1.929 -1.657  -0.45
O 3.590 -1.650 1.046  -0.14
O 6.652 1.990 -2.141  -0.55
O -3.538 -2.239 -2.678  -0.57
O -0.704 0.392 1.021  0.53
O -0.586 -1.823 -0.004  -0.13
O -3.338 2.803 -4.723  -0.57
O -1.227 2.877 2.134  -0.39
C 4.587 -2.556 1.485  -0.69
C -1.401 -5.418 0.528  -0.19
C 2.319 2.974 0.509  2.38
C -2.477 -1.817 -3.594  0.10
C 0.846 -1.401 3.399  2.25
C 3.049 -3.633 -2.261  -1.24
C 5.750 0.958 -1.797  -0.46
C -4.951 2.746 -0.436  -0.73
C -2.737 -1.229 3.161  0.01
C 4.040 -3.644 2.384  -0.22
C 1.966 -0.428 3.722  -0.83
C -3.972 -0.776 3.903  -0.81
C -1.371 4.102 -4.032  -1.01
C -0.222 3.090 3.119  0.59
C 4.397 1.255 -2.385  0.55
C -0.126 4.549 3.421  -0.75
C -2.830 3.781 -3.806  0.25
C -3.912 2.110 0.447  0.23
C -2.887 -0.548 -4.290  -0.63
C 0.380 0.252 -1.292  0.05
C -2.178 -4.798 -0.601  -0.40
C 1.689 -3.871 -1.630  -0.03
C 2.443 4.279 -0.196  -0.89
H 2.646 2.209 -0.205  -0.82
H 5.353 -2.015 2.044  0.47
H 3.020 -2.114 0.410  0.04
H -4.045 1.112 4.523  0.31
H 4.166 2.315 -2.294  0.22
H 1.528 -4.954 -1.574  0.30
H -2.970 2.150 -0.109  -0.19
H -2.394 -2.186 3.556  0.40
H 3.347 -2.593 -2.135  0.11
H -3.727 -0.793 -4.953  0.39
H 1.714 5.056 3.737  0.34
H -3.611 3.229 -5.539  0.29
H 1.197 -2.112 2.630  -0.52
H 0.768 -2.976 -0.113  -0.17
H -3.805 2.714 1.347  0.51
H -0.696 3.393 -3.554  0.07
H 1.304 2.727 0.839  -0.64
H -1.530 -1.732 -3.060  -0.35
H 2.708 -0.274 1.993  0.11
H 3.031 -3.876 -3.327  0.45
H -3.035 3.454 -2.786  -0.19
H -0.014 -0.942 2.913  -1.30
H -0.700 -4.698 0.960  -0.03
H 4.537 0.027 -3.880  0.35
H -3.915 -1.022 4.962  0.52
H -4.644 3.758 -0.697  0.41
H 0.876 -3.446 -2.228  0.06
H -2.116 -5.399 2.354  0.33
H -5.946 2.699 0.003  0.36
H 1.880 4.195 -1.145  0.26
H 1.710 0.140 4.616  0.37
H 1.082 -2.643 4.873  0.36
H -0.030 5.119 2.492  0.22
H -4.299 0.679 1.697  0.08
H 5.697 0.857 -0.709  0.22
H -1.010 2.054 1.677  0.17
H 7.368 1.640 -2.673  0.31
H -2.011 -2.931 -0.092  0.13
H 5.111 -3.013 0.637  0.26
H -3.371 1.297 -3.869  0.07
H -3.411 4.706 -3.908  0.48
H -1.515 -4.701 -1.479  0.23
H -1.156 4.207 -5.094  0.34
H 3.464 4.441 -0.568  0.35
H -2.072 -0.191 -4.922  0.36
H 0.768 2.804 2.744  -0.39
H 2.847 -1.035 3.985  0.36
H -2.357 -2.649 -4.289  0.64
H 1.826 6.119 0.061  0.28
H 3.445 -3.172 3.182  -0.04
H 3.786 -4.333 -1.864  0.33
H -3.590 -3.198 -2.616  0.24
H -5.562 2.407 -2.306  0.22
H -2.988 -5.448 -0.935  0.46
H -2.937 -1.327 2.088  -0.04
H 2.962 2.137 2.127  0.56
H -0.410 2.467 3.999  0.27
H 6.104 -0.002 -2.192  0.35
H -1.003 4.967 3.925  0.40
H 4.853 -4.160 2.896  0.45
H -1.893 -0.553 3.303  -0.11
H 2.738 -4.137 1.013  0.20
H -4.831 -1.314 3.491  0.24
H -0.842 -6.294 0.187  0.35
H 3.590 0.663 -1.947  -0.34
H -1.144 5.076 -3.588  0.38

Results
* E_tot: -107387.8068 eV
* net charge: +1
* LUMO level: -3.54 eV

***

No. 3
Formula: C23H66ClFO12S10Si
Source: OMol25
Level of theory: ωB97M-V/def2-TZVPD

Each line ends with the Mulliken charge.
Element x y z (Å)
Cl 0.513 -1.394 -2.623  -0.18
S -5.983 -2.790 7.711  0.43
S -5.849 -2.211 -6.732  0.53
S 4.673 -0.096 -0.961  0.76
S -1.613 -3.274 -5.687  0.65
S 9.949 -1.682 -2.562  0.58
S 1.909 -4.707 -2.482  0.97
S -1.341 7.612 2.133  0.46
S -2.152 1.244 -4.264  0.72
S -2.211 1.673 6.740  0.44
S 1.506 3.322 5.378  0.44
Si 0.263 -3.356 -1.893  0.40
F 3.258 -3.777 -2.637  -0.20
O -2.733 1.252 -5.638  -0.67
O 4.564 0.135 0.507  -0.66
O 1.657 2.423 4.191  -0.64
O -5.645 -2.983 -7.996  -0.64
O -2.039 -4.087 -4.507  -0.68
O 1.510 -5.304 -3.776  -0.50
O 10.396 -0.266 -2.695  -0.62
O -1.334 1.452 5.550  -0.47
O 0.184 0.115 1.441  -0.34
O 2.142 -5.717 -1.423  -0.56
O -1.419 6.673 3.289  -0.54
O -5.498 -1.394 7.493  -0.53
C -1.750 2.950 -3.843  -1.07
C 0.244 7.329 1.320  -0.92
C 0.261 4.556 4.967  -0.76
C -3.520 1.082 -3.101  -1.04
C 4.243 1.450 -1.782  -1.07
C -4.509 -1.014 -6.613  -0.30
C -0.157 0.873 2.650  -0.86
C -5.190 -3.831 6.472  -0.95
C 0.137 -3.485 -0.008  -0.54
C -1.667 0.531 8.025  -1.02
C 11.283 -2.728 -3.176  -0.96
C 1.486 -3.234 0.762  -0.96
C -2.352 -4.022 -7.151  -1.09
C -7.641 -2.897 7.013  -0.96
C 2.909 4.456 5.359  -1.01
C 6.426 -0.049 -1.380  -1.03
C 0.084 -3.736 -6.077  -0.96
C -7.151 -1.004 -7.044  -0.93
C 8.811 -2.018 -3.921  -0.69
C -3.778 0.850 6.412  -0.97
C 1.810 -1.686 0.866  0.21
C 0.778 -1.103 1.908  -0.53
C -0.926 9.238 2.790  -0.95
H 2.345 -3.787 0.337  0.33
H 7.909 -1.430 -3.765  0.08
H -7.635 -2.531 5.985  0.30
H -3.600 -0.183 6.118  0.24
H -1.436 3.002 -2.800  0.37
H -4.278 1.839 -3.313  0.36
H 0.392 8.079 0.542  0.39
H -3.147 1.196 -2.083  0.43
H 4.832 2.267 -1.366  0.37
H 4.430 1.356 -2.853  0.36
H 2.836 -1.636 1.275  0.41
H 0.224 6.338 0.868  0.31
H -2.619 3.588 -4.008  0.33
H -7.245 -0.340 -6.184  0.34
H -5.340 -3.406 5.479  0.31
H 3.184 1.641 -1.614  0.32
H 0.218 5.307 5.757  0.49
H 6.541 -0.093 -2.464  0.21
H -2.359 0.576 8.866  0.41
H -4.685 -0.351 -5.769  0.14
H -3.432 -3.888 -7.103  0.31
H 0.503 5.025 4.014  0.12
H -0.977 1.559 2.345  0.20
H -6.916 -0.429 -7.941  0.30
H -8.305 -2.279 7.614  0.31
H 6.879 0.863 -0.990  0.36
H -0.677 -2.800 0.325  0.42
H -8.088 -1.540 -7.191  0.34
H -0.459 0.200 3.475  0.28
H -4.441 -0.437 -7.535  0.37
H -0.044 9.167 3.428  0.30
H -5.610 -4.836 6.520  0.39
H 1.758 -1.177 -0.114  -0.29
H 1.369 -0.854 2.819  0.36
H -2.120 -5.088 -7.178  0.40
H 2.779 5.209 6.138  0.39
H 11.584 -2.397 -4.171  0.30
H 1.331 -3.561 1.817  0.40
H 0.756 1.424 3.004  0.62
H -3.578 -1.559 -6.457  -0.16
H 12.126 -2.641 -2.494  0.33
H 10.947 -3.765 -3.208  0.34
H -1.771 9.596 3.376  0.32
H -0.008 -1.860 2.144  0.29
H -3.954 0.090 -3.219  0.28
H 6.910 -0.915 -0.929  0.37
H -1.623 -0.482 7.625  0.27
H -1.022 -3.836 -2.430  -0.09
H -7.982 -3.932 7.043  0.38
H -0.933 3.277 -4.484  0.32
H 2.988 4.933 4.381  0.27
H 9.271 -1.733 -4.868  0.32
H 1.051 7.379 2.052  0.26
H 0.727 -3.399 -5.267  0.18
H 3.814 3.884 5.557  0.34
H -4.124 -3.874 6.692  0.30
H -4.400 0.882 7.305  0.40
H -0.173 -4.530 0.232  0.32
H -1.967 -3.529 -8.044  0.36
H 0.161 -4.818 -6.174  0.33
H 8.556 -3.078 -3.928  0.34
H -0.674 0.835 8.355  0.33
H -0.740 9.927 1.965  0.37
H -0.703 4.056 4.890  0.25
H -4.279 1.378 5.602  0.37
H 0.386 -3.250 -7.006  0.43

Results
* E_tot: -180953.8162 eV
* net charge: 0
* LUMO level: 0.24 eV

***

No. 4
Formula: C23H67N11O8
Source: OMol25
Level of theory: ωB97M-V/def2-TZVPD

Each line ends with the Mulliken charge.
Element x y z (Å)
O -0.638 -9.818 -20.230  -0.26
O -8.854 -2.406 -26.693  -0.43
O -7.126 -4.333 -22.305  -0.57
O -3.208 -8.466 -15.868  -0.31
O -7.502 -4.425 -15.961  -0.67
O -11.413 -6.392 -21.616  -0.40
O -1.120 -4.532 -21.969  -0.15
O -7.398 -1.007 -22.218  -0.61
N -2.347 -7.610 -20.684  -0.09
N -8.050 -3.023 -17.667  -0.26
N -3.199 -4.095 -23.869  -0.48
N -5.894 -3.017 -24.469  -0.49
N -11.083 -3.583 -19.317  -0.68
N -5.282 -5.576 -21.777  -0.03
N -6.802 -5.143 -20.171  -0.10
N -9.104 -5.029 -17.460  -0.19
N -8.993 -0.128 -20.937  -0.36
N -8.912 -2.424 -21.250  0.37
N -2.961 -4.926 -16.948  -0.74
C -6.482 -4.975 -21.467  0.15
C -3.614 -6.059 -16.278  0.33
C -0.849 -4.536 -23.363  -0.80
C -1.936 -5.402 -25.509  -1.65
C 0.386 -10.773 -20.356  -0.84
C -8.061 -2.811 -25.561  -0.68
C -8.188 -4.164 -16.957  0.30
C -6.646 -3.341 -25.736  0.90
C -3.816 -8.978 -22.078  -1.27
C -11.208 -6.536 -23.019  -0.60
C -11.516 -4.918 -19.769  0.65
C -8.229 -1.847 -27.796  -0.68
C -8.382 -1.205 -21.508  0.39
C -6.592 -4.852 -25.999  -1.05
C -0.439 -3.583 -21.134  -0.77
C -11.025 -5.109 -21.209  -0.49
C -4.692 -6.544 -17.269  -0.53
C -2.114 -5.107 -24.017  1.39
C -2.708 -8.988 -21.046  0.44
C -2.596 -7.215 -16.183  -0.58
C -2.396 -9.603 -15.937  -0.60
C -1.401 -9.691 -21.415  -0.66
C -13.028 -5.094 -19.676  -1.69
H -0.868 -9.115 -22.176  0.34
H -5.054 -7.497 -16.867  0.36
H -9.650 -2.472 -20.567  0.03
H -11.436 -7.525 -23.409  0.29
H -7.535 -4.592 -19.756  0.24
H -2.044 -7.382 -17.120  0.15
H -11.735 -5.775 -23.599  0.31
H -4.818 -8.911 -21.656  0.31
H -11.609 -3.309 -18.486  0.16
H -13.484 -4.165 -20.033  0.37
H 0.625 -3.848 -21.156  0.34
H -0.606 -2.548 -21.419  0.32
H -2.759 -5.205 -17.905  0.16
H -2.813 -3.350 -24.460  0.32
H -2.017 -4.828 -16.571  0.29
H -4.108 -5.869 -15.330  0.40
H -4.455 -6.740 -18.316  -0.08
H -3.849 -9.927 -22.624  0.44
H -2.407 -6.037 -23.529  -0.79
H -8.697 -3.581 -25.117  0.20
H -9.880 -0.148 -20.466  0.13
H -11.038 -5.761 -19.262  0.32
H -8.176 -0.753 -27.858  0.27
H 0.013 -11.771 -20.093  0.30
H -2.957 -10.523 -15.743  0.25
H -4.838 -5.376 -22.658  -0.01
H 0.833 -10.830 -21.351  0.33
H -1.629 -9.613 -15.158  0.29
H -9.101 -5.928 -17.008  0.17
H -9.755 -4.731 -18.164  0.33
H -3.086 -9.373 -20.092  0.18
H -11.514 -4.351 -21.842  0.43
H -6.559 -3.511 -23.851  0.13
H -3.671 -8.201 -22.831  0.11
H -0.723 -3.939 -20.146  0.13
H -8.034 -1.976 -24.856  0.43
H 1.183 -10.614 -19.627  0.25
H -5.618 -5.963 -17.234  -0.04
H -7.185 -5.102 -26.885  0.45
H -3.001 -3.621 -22.983  0.15
H -6.885 -5.509 -25.176  0.17
H -1.732 -10.654 -21.830  0.38
H -1.781 -7.119 -15.451  0.42
H -7.211 -2.201 -27.997  0.25
H -6.097 -5.514 -19.561  0.06
H -8.635 0.771 -21.198  0.24
H -4.988 -6.347 -21.205  -0.07
H -1.935 -7.117 -21.472  -0.20
H -5.103 -3.667 -24.454  0.23
H -1.674 -4.534 -26.123  0.39
H -11.489 -2.886 -19.943  0.39
H -0.038 -5.264 -23.496  0.39
H -7.234 -2.492 -17.408  0.20
H -9.965 -4.847 -21.283  -0.04
H -5.563 -5.150 -26.225  0.17
H -2.933 -5.672 -25.867  0.36
H -6.118 -2.953 -26.611  0.24
H -10.133 -6.386 -23.174  0.19
H -0.616 -3.542 -23.752  0.37
H -8.702 -2.766 -18.387  0.17
H -1.214 -6.167 -25.790  0.39
H -8.478 -3.259 -21.666  -0.09
H -13.427 -5.886 -20.310  0.38
H -8.740 -2.146 -28.718  0.29
H -2.106 -9.741 -16.985  0.16
H -13.441 -5.336 -18.695  0.37
H -1.625 -7.639 -19.973  0.25

Results
* E_tot: -57707.4238 eV
* SMILES: COC[C@H](C)N.COC[C@H](C)N.COC[C@H](C)N.COC[C@H](C)N.COC[C@H](C)N.NC(N)=O.NC(N)=O.NC(N)=O
* net charge: 0
* LUMO level: 0.52 eV